# 1
The following is a quantum chemistry calculation of C7H20BrFeN2O3 as an isolated structure, from OMol25.

```
34
Properties=species:S:1:pos:R:3
Fe 0.6223 3.7510 3.5421
Br 0.2606 1.6785 2.4621
C 1.8248 -2.4976 0.6267
O 2.0955 -2.7258 1.7899
N 1.2225 -1.2744 0.2800
N 2.0831 -3.3571 -0.4127
H 1.1542 -0.6232 1.0425
H 0.8739 -1.0861 -0.6450
H 1.7814 -3.1739 -1.3524
H 2.4097 -4.2820 -0.1956
C 2.2022 2.8264 -1.9170
C 0.8759 3.5528 -1.6431
C -0.2937 2.7657 -2.1872
O 0.6877 3.7607 -0.2243
H 2.8142 2.8374 -1.0078
H 2.8226 3.2739 -2.6891
H 2.0471 1.7686 -2.1537
H 0.9162 4.5300 -2.1165
H -0.1791 2.5164 -3.2408
H -1.2274 3.3145 -2.0573
H -0.3915 1.8197 -1.6300
H 0.6236 2.8951 0.1851
C -2.1334 -1.9717 2.4622
C -1.7843 -1.6736 0.9601
C -2.4973 -2.4880 -0.0546
O -2.1121 -0.3194 0.7744
H -1.5027 -1.4037 3.1433
H -1.9706 -3.0381 2.6259
H -3.1802 -1.7275 2.6174
H -0.6621 -1.7351 0.7906
H -2.0376 -2.3451 -1.0390
H -3.5499 -2.2233 -0.1481
H -2.3511 -3.5489 0.1507
H -1.4445 0.2039 1.2611
```

Total charge: +2
LUMO energy (spin up / spin down): -10.33 / -11.19 eV
Spin multiplicity: 6
Kohn-Sham gap (spin up / spin down): 5.449 / 4.580 eV

---

# 2
The following is a quantum chemistry calculation of C7H20ClGdOPdSi as an isolated structure, from OMol25.

```
32
Properties=species:S:1:pos:R:3
Gd 0.0032 1.5635 -0.3052
Cl -0.2375 4.0414 -0.2210
C -1.9649 0.3638 -0.9722
H -2.3746 0.0075 -0.0110
H -2.1310 -0.4423 -1.7052
H -2.5663 1.2309 -1.3066
Pd 0.1195 -0.7195 -2.9925
C 1.4392 0.9128 -2.6209
C -0.8592 -0.3195 -4.7183
C 0.6530 -2.6451 -2.5932
H -1.4561 -1.2027 -5.0124
H -1.5360 0.5546 -4.6562
H -0.1229 -0.1247 -5.5187
H 2.1754 0.6668 -1.8387
H 1.9569 0.8672 -3.5867
H 1.0762 1.9521 -2.5227
H -0.0338 -3.5159 -2.5430
H 1.0356 -2.4918 -1.5429
C 1.8266 -0.9067 3.6715
Si 0.4655 -0.0831 2.6424
C -1.1520 -0.9879 3.0387
C 0.2891 1.7265 3.2249
O 0.7234 0.0209 1.0309
H 1.6433 -0.8057 4.7561
H 2.8105 -0.4587 3.4628
H 1.9079 -1.9835 3.4550
H -1.4366 -0.8998 4.0999
H -1.9815 -0.5860 2.4379
H -1.0658 -2.0596 2.8042
H 1.2428 2.2604 3.0694
H -0.4934 2.2827 2.6743
H 0.0435 1.7813 4.2991
```

Total charge: -2
LUMO energy (spin up / spin down): 5.33 / 5.18 eV
Spin multiplicity: 10
Kohn-Sham gap (spin up / spin down): 3.626 / 5.981 eV

---

# 3
The following is a quantum chemistry calculation of C7H20MgN4P as an isolated structure, from OMol25.

```
33
Properties=species:S:1:pos:R:3
C -2.7156 2.8567 -1.9047
Mg 0.7853 -0.2004 -2.8733
N 1.7407 -1.9967 -3.5069
H 0.5747 1.2973 -3.7432
H 2.7561 -1.9668 -3.6315
H -3.5559 2.1729 -1.9176
H -2.6727 3.4402 -2.8308
H -1.8053 2.2340 -1.8260
H -2.7757 3.5402 -1.0518
H 1.4955 -2.7356 -2.8507
H 1.3543 -2.2308 -4.4254
C 1.6435 -0.7201 2.1956
N 1.3238 0.6753 1.7839
C 0.0231 1.0804 2.3580
N -1.0763 0.1495 2.0055
C -0.7171 -1.2076 2.4569
N 0.5662 -1.6811 1.8605
C 0.4405 -1.8942 0.4223
P 0.0794 -0.3014 -0.4671
C 1.3352 0.8182 0.3221
C -1.3937 0.1877 0.5759
H 1.7645 -0.7337 3.2902
H 2.5770 -1.0248 1.6990
H -0.2246 2.0844 1.9738
H 0.1147 1.0648 3.4548
H -1.5252 -1.9013 2.1778
H -0.5835 -1.1784 3.5517
H 1.3692 -2.3279 0.0275
H -0.3869 -2.5901 0.2251
H 1.0883 1.8538 0.0384
H 2.3419 0.5773 -0.0573
H -2.1978 -0.5323 0.3775
H -1.7436 1.1908 0.2895
```

Total charge: -1
LUMO energy (spin up / spin down): 2.73 / 2.74 eV
Kohn-Sham gap (spin up / spin down): 2.826 / 2.954 eV

---

# 4
The following is a quantum chemistry calculation of C7H21InN3O4 as an isolated structure, from OMol25.

```
36
Properties=species:S:1:pos:R:3
In -1.1339 0.7670 0.2707
C 3.1949 -0.6122 2.3300
C 2.1759 -0.6798 1.2040
C 1.0516 -1.7231 1.5613
O 0.0359 -1.7482 0.6045
C 0.1646 -2.8945 -0.2649
N 1.5366 0.6042 0.9891
H 3.5724 -1.6104 2.5620
H 2.7553 -0.2691 3.2733
H 3.9899 0.0872 2.0774
H 2.6205 -0.9708 0.2496
H 0.5799 -1.3417 2.4756
H 1.4642 -2.7134 1.7468
H -0.0137 -3.8306 0.2688
H 1.1273 -2.9036 -0.7783
H -0.5887 -2.8972 -1.0527
H 2.1152 1.2641 0.4698
H 1.3504 1.0634 1.8858
C -4.6574 1.6787 0.3849
C -4.0194 3.0133 0.5451
O -2.7545 2.7932 1.1974
O -3.7851 0.7233 -0.2278
H -5.6392 1.7469 -0.0933
H -4.8808 1.2703 1.3783
H -4.6428 3.7107 1.1084
H -3.7755 3.5685 -0.3662
H -2.4356 3.5257 1.7390
H -4.1626 -0.1672 -0.2316
C 1.4971 -0.1348 -2.8044
O 0.5865 0.1002 -1.9674
N 2.7073 0.4517 -2.7398
N 1.2710 -0.9708 -3.8429
H 3.0100 1.0573 -2.0017
H 3.3392 0.4134 -3.5262
H 0.4109 -1.4902 -3.8264
H 1.9327 -0.8814 -4.5982
```

Total charge: +3
LUMO energy: -15.78 eV
Kohn-Sham gap: 3.585 eV

---

# 5
The following is a quantum chemistry calculation of a 3-piece molecular cluster, C7H21N3 overall, from OMol25.

```
31
Properties=species:S:1:pos:R:3
C 1.1170 0.0104 -1.5707
C -1.2544 -0.0188 -0.6032
C 0.6952 0.7247 -2.8224
C -1.8372 1.3609 -0.3197
C -2.0141 -1.1036 0.1648
N 1.9088 0.6278 -0.6865
N 1.2840 -1.3508 -1.6860
H -1.4178 -0.2343 -1.6664
H 1.8593 1.6357 -0.7575
H 1.6526 0.2666 0.4086
H 1.6524 -1.8079 -0.8649
H 0.5021 -1.8413 -2.0933
H -0.0092 0.1314 -3.4019
H 1.5778 0.9165 -3.4400
H 0.2257 1.6739 -2.5721
H -1.3160 2.1502 -0.8735
H -1.5979 -2.1004 -0.0229
H -1.7639 1.6159 0.7441
H -2.9063 1.4501 -0.5770
H -3.0863 -1.1479 -0.0908
H -1.9756 -0.9403 1.2496
C 0.5881 0.9932 2.4183
C 0.9086 -1.4043 2.1017
N 0.7712 -0.0995 1.4725
H -0.0277 -0.1019 0.7117
H 1.4581 1.0853 3.0768
H 1.8378 -1.4637 2.6778
H -0.3033 0.8536 3.0428
H 0.4705 1.9281 1.8693
H 0.0718 -1.6285 2.7751
H 0.9290 -2.1810 1.3359
```

Total charge: 0
LUMO energy: 0.89 eV
Kohn-Sham gap: 6.980 eV

---

# 6
The following is a quantum chemistry calculation of a 5-piece molecular cluster, C7H21NO4 overall, from OMol25.

```
33
Properties=species:S:1:pos:R:3
C 1.8049 -0.8689 3.4302
C 0.6256 0.1612 3.0587
C 1.2890 1.3988 2.3635
C 0.8405 1.6254 0.8983
C 0.2652 2.7677 0.4186
C -0.0118 2.8759 -1.0415
C -0.6996 1.8795 -1.6491
N -0.4703 -0.4980 2.1550
H 1.5849 -1.4701 4.2977
H 2.7693 -0.2979 3.4615
H 1.8000 -1.5646 2.5703
H 0.0494 0.5441 3.9998
H 2.4202 1.2359 2.2881
H 0.8885 2.3863 2.8802
H 1.1937 0.9274 0.0935
H 0.1422 3.6903 1.0199
H 0.4098 3.7364 -1.6536
H -1.0561 0.9685 -1.2860
H -1.0162 2.0585 -2.6853
H 0.0411 -0.9185 1.3204
H -1.0963 0.1843 1.8594
H -2.0520 -0.5359 -3.8481
H -3.1495 0.4291 -3.4293
O -2.4702 0.2525 -4.0874
H 1.7449 -2.0674 -0.8563
H 0.9049 -1.4483 0.2534
O 0.8536 -2.0899 -0.4718
H -1.7877 -3.6506 -2.2437
H -2.3699 -2.3111 -2.0359
O -2.6057 -3.2263 -1.7862
H 0.4215 -1.9252 -2.7114
H -0.7461 -2.5201 -3.5671
O -0.5176 -1.7291 -3.0155
```

Total charge: 0
LUMO energy: 0.01 eV
Structure (SMILES): C=C/C=C/C[C@H](C)N.O.O.O.O
Kohn-Sham gap: 8.931 eV

---

# 7
The following is a quantum chemistry calculation of C7H22BrCaClMgN4O15P2S as an isolated structure, from OMol25.

```
55
Properties=species:S:1:pos:R:3
P -0.5653 2.2995 -1.4042
Br 0.3194 3.8999 -2.8292
H -0.1370 2.4865 -0.0849
H -1.9493 2.4116 -1.4110
H -0.2556 1.0221 -1.8467
C 1.8323 0.8837 0.1268
O 1.5043 0.3987 -0.9565
N 2.2811 2.1757 0.1914
N 1.7276 0.2643 1.3293
H 2.5020 2.6585 1.0436
H 2.3497 2.6525 -0.6931
H 1.3652 -0.7015 1.4406
H 1.9606 0.7939 2.1489
N -0.1966 2.7158 2.3218
O -0.0281 3.8199 1.7648
O 0.7221 2.1865 2.9680
O -1.2944 2.1153 2.1820
Mg -0.8435 5.3833 -4.6011
Cl 2.1799 -2.3974 0.4518
C 1.8369 -6.4018 1.2744
C 1.0738 -5.5146 2.3690
O 1.8322 -5.4120 3.3771
H 2.0945 -7.4102 1.6861
H 1.1949 -6.5445 0.3583
H 2.7495 -5.9196 0.9436
H 0.0017 -6.0830 2.5481
H 0.7518 -4.5964 1.8318
N 2.2330 8.6959 -4.8429
O 2.5162 9.4500 -5.7991
O 1.9530 7.4939 -5.0622
O 2.2114 9.1401 -3.6794
Ca 0.0462 -7.7693 1.3855
C -3.3682 -0.6910 1.4372
C -2.4577 -0.2177 0.3014
C -1.6143 -1.4229 -0.1508
S -2.6129 -2.8801 0.2061
O -1.9548 -3.6726 1.2211
O -3.0510 -3.4972 -1.0279
C -3.9776 -2.0077 0.9623
H -4.1378 0.0418 1.6719
H -2.7735 -0.8526 2.3376
H -3.0724 0.1373 -0.5326
H -1.8220 0.6074 0.6265
H -1.3907 -1.4046 -1.2140
H -0.6868 -1.5039 0.4156
H -4.3915 -2.6113 1.7699
H -4.7282 -1.8388 0.1889
O -5.0071 -3.0816 3.6678
H -4.3218 -3.4442 4.2397
H -5.7377 -3.7039 3.7385
O 3.9306 4.0123 -2.3917
P 4.6241 3.5735 -3.6780
O 5.3651 2.2698 -3.4022
O 5.6087 4.6430 -4.1286
O 3.6080 3.3481 -4.7916
```

Total charge: -2
LUMO energy: -1.02 eV
Kohn-Sham gap: 1.011 eV

---

# 8
The following is a quantum chemistry calculation of C7H22N8O9Zn as an isolated structure, from OMol25.

```
47
Properties=species:S:1:pos:R:3
Zn -16.4619 -19.6586 -16.6853
C -14.8665 -19.9904 -19.3810
O -14.5651 -20.9879 -20.1045
O -14.6692 -18.7847 -19.7901
O -15.5492 -20.1794 -18.2755
C -18.8277 -19.0337 -14.4000
O -17.9981 -19.0881 -15.2933
N -19.1968 -17.8676 -13.7998
N -19.5682 -20.1458 -14.0936
H -18.9829 -16.9902 -14.2299
H -19.8797 -18.0062 -13.0782
H -20.3664 -20.0099 -13.5014
H -19.4517 -20.9794 -14.6380
C -18.5284 -18.4277 -18.8427
O -17.6795 -18.3924 -17.9609
N -19.4925 -17.4864 -19.0334
N -18.4719 -19.4017 -19.7891
H -19.5565 -16.7227 -18.3897
H -20.2378 -17.7579 -19.6462
H -17.7154 -20.0693 -19.8110
H -19.0238 -19.4556 -20.6269
C -17.6576 -22.3716 -17.6480
O -17.6752 -21.3992 -16.8844
N -18.2560 -23.5618 -17.3101
N -16.8701 -22.3784 -18.7350
H -18.2343 -24.3058 -17.9817
H -18.9255 -23.5470 -16.5660
H -16.8406 -23.1660 -19.3577
H -16.1486 -21.6563 -18.8896
C -14.7723 -17.0201 -16.5831
O -15.3721 -18.0424 -16.2156
N -14.5417 -15.9446 -15.7499
N -14.2390 -16.8884 -17.8104
H -14.4882 -15.0504 -16.2042
H -14.9411 -15.9069 -14.8287
H -14.5383 -17.5956 -18.5493
H -13.6451 -16.1071 -18.0127
C -15.8018 -20.9802 -13.7429
C -15.0654 -20.0525 -12.8230
O -15.7970 -18.8374 -12.6403
O -15.6149 -20.7204 -15.1465
H -16.8839 -20.8692 -13.6197
H -15.7325 -22.0501 -13.5176
H -14.0653 -19.8360 -13.2135
H -14.9528 -20.5701 -11.8652
H -15.8167 -18.6833 -11.6927
H -14.6806 -20.9366 -15.2680
```

Total charge: 0
LUMO energy: -0.03 eV
Kohn-Sham gap: 5.813 eV

---

Calculated total energy values (in eV) by entry order: -121115.442, -54340.053, -28274.632, -25401.142, -12066.941, -17276.371, -180134.672, -86386.902.